No. 1
Computed, not measured: a 3-piece molecular cluster, C13H28BO11PS2 overall at a distorted geometry, with ωB97M-V/def2-TZVPD.

Values from the calculation:
SMILES ... O=[SH](=O)C[C@@H]1[C@@H](OB(O)O)[C@@H](O)O[C@@H]1P(O)(O)=S.C1CCOC1.C1CCOC1
Kohn-Sham gap ... 9.3 eV
E_LUMO ... -0.2 eV
Total charge ... 0

Last column: Löwdin charge in e.
Atoms and positions in Å:
O  -3.944944  6.549311  0.107361  -0.3980
S  -2.847330  5.747582  0.732131  0.7267
O  -1.625453  6.584349  0.849775  -0.3858
C  -2.524261  4.226434  -0.260576  -0.2216
C  -1.016997  3.974520  -0.489056  -0.2094
C  -0.715772  3.537465  -1.974950  -0.2185
O  -0.925910  4.448708  -3.026652  0.1488
B  0.231449  5.115562  -3.465371  -0.6717
O  1.244669  4.485348  -4.222820  0.1705
O  0.407852  6.509843  -3.210926  0.1488
C  0.572123  2.672727  -1.870231  -0.2605
O  1.756492  3.266073  -1.308087  0.0281
O  0.171700  1.784821  -0.802970  -0.1272
C  -0.344857  2.699906  0.191448  -0.3255
P  -1.350462  1.703134  1.399625  0.3310
O  -2.456800  0.728031  0.600672  -0.1965
O  -0.290231  0.618893  2.112128  -0.2058
S  -2.230267  2.762064  2.757495  0.3427
H  -3.307466  5.343917  1.966011  0.0509
H  -2.975758  4.453934  -1.254597  0.1203
H  -3.096873  3.374640  0.148063  0.0709
H  -0.367456  4.859004  -0.310712  0.1383
H  -1.503287  2.757435  -2.125220  0.1817
H  2.083675  4.839738  -3.920354  0.1049
H  0.846926  6.652106  -2.369480  0.0944
H  0.874040  2.098677  -2.760419  0.1770
H  1.576733  4.175948  -1.055750  0.0890
H  0.425331  3.160925  0.854564  0.1369
H  -1.953199  -0.078665  0.390314  0.0668
H  0.581960  1.023649  2.159619  0.0704
C  2.168772  -2.834390  -0.652851  -0.1665
C  2.796852  -1.476085  -0.914696  -0.1625
C  1.591431  -0.552430  -0.854602  -0.2117
O  0.665293  -1.148038  0.060794  -0.1587
C  1.087421  -2.488548  0.353239  -0.1919
H  2.870393  -3.580731  -0.282069  0.1148
H  1.715879  -3.218092  -1.571747  0.1178
H  3.496350  -1.229221  -0.110537  0.1160
H  3.332275  -1.415014  -1.862350  0.1142
H  1.097797  -0.478245  -1.830438  0.1217
H  1.848379  0.445895  -0.520244  0.1022
H  1.477513  -2.502464  1.376617  0.1253
H  0.232864  -3.162702  0.298748  0.0990
C  -1.157906  -6.893540  1.908168  -0.1743
C  -0.082753  -7.289201  2.903162  -0.1755
C  1.185239  -6.891787  2.169311  -0.2027
O  0.851063  -5.768816  1.342416  -0.1516
C  -0.576453  -5.626463  1.307414  -0.2191
H  -2.137992  -6.738793  2.358945  0.1142
H  -1.254063  -7.663507  1.137396  0.1158
H  -0.186955  -6.697802  3.817179  0.1156
H  -0.102674  -8.344044  3.176393  0.1133
H  1.536271  -7.698569  1.517031  0.1173
H  1.994735  -6.616570  2.847411  0.1168
H  -0.841697  -4.747078  1.904922  0.1163
H  -0.903661  -5.459846  0.279357  0.1166

Forces on the atoms, in the same order (eV/Å):
1.5 -2.6 1.2
-0.6 4.3 -1.7
-1.2 -2.4 0.4
0.1 0.5 -0.7
1.0 -0.9 -1.1
-1.7 -1.8 0.0
1.8 0.7 0.3
0.7 1.1 -0.8
-1.7 -0.2 1.4
-0.1 -1.7 -0.1
0.6 -0.4 1.6
-0.5 0.6 -1.3
-0.9 1.6 -0.2
-0.5 0.0 1.0
-0.7 -1.3 1.1
2.4 1.0 1.0
-1.5 1.3 -1.5
0.2 0.0 -0.5
0.5 -0.2 -0.5
0.2 0.3 0.7
0.4 0.5 0.0
-0.9 -0.3 0.5
0.7 0.3 -0.2
0.3 0.3 -0.5
-0.2 0.4 0.2
-0.4 0.2 0.4
0.1 0.1 0.1
0.0 -0.8 -0.4
-0.2 -0.1 -0.3
0.3 -0.1 0.0
0.0 -0.2 -0.2
0.1 0.0 0.1
0.2 -0.3 -0.2
0.1 -0.1 -0.2
0.0 0.0 0.3
-0.1 0.0 0.0
0.0 0.0 0.0
0.0 0.0 -0.1
0.0 0.0 0.0
0.1 0.1 0.0
0.0 0.0 0.0
0.0 -0.1 0.0
0.0 0.1 0.0
-0.2 -0.2 -0.2
0.0 0.1 0.3
0.2 -0.1 -0.2
-0.2 -0.1 0.1
0.1 0.3 0.1
0.0 0.0 0.0
0.0 0.0 0.0
0.0 0.0 0.0
0.0 0.0 0.0
0.0 0.0 0.1
0.0 0.1 -0.1
-0.1 0.0 0.0
0.1 0.0 0.0

No. 2
Computed, not measured: C13H28ClIN3O2P2W as an isolated structure at a distorted geometry, with ωB97M-V/def2-TZVPD.

Values from the calculation:
Kohn-Sham gap (spin up / spin down) ... 4.0 / 4.3 eV
E_LUMO (spin up / spin down) ... -12.4 / -12.2 eV
Total charge ... +3
⟨S²⟩ ... 2.017
2S+1 ... 3

Last column: Löwdin charge in e.
Atoms and positions in Å:
C  0.083709  0.655377  -7.765292  -0.0831
C  0.089463  1.288315  -6.403901  -0.7751
H  0.086196  1.445420  -8.526555  0.1082
H  -0.812223  0.037090  -7.875327  0.0940
H  0.973306  0.028543  -7.878583  0.0939
O  0.097635  2.455660  -6.111127  0.0458
I  0.081968  -0.184055  -4.771774  0.8377
W  0.106426  -0.960717  0.401585  1.0127
P  2.176166  -0.186678  -0.341848  0.6650
C  3.286625  1.004140  0.479470  -0.2013
C  3.138146  -1.747698  -0.095258  -0.2458
H  4.132888  -1.556140  -0.515954  0.0836
H  3.752372  -0.058746  -2.152518  0.0881
H  2.693419  -2.576593  -0.651371  0.0173
H  2.165604  -0.635786  -2.743883  -0.0261
H  3.209650  0.911494  1.572206  0.0335
H  3.255540  -2.030191  0.955874  0.0368
C  2.660886  0.086298  -2.076889  -0.2493
H  4.317255  0.784282  0.158642  0.0901
H  2.410813  1.108164  -2.393150  0.0683
H  3.031918  2.021831  0.150513  0.0772
P  -1.912284  -0.113131  -0.363725  0.6836
C  -3.049520  1.074261  0.417980  -0.1911
C  -2.477165  0.086978  -2.083703  -0.2481
H  -2.490882  -2.509379  -0.592775  0.0268
H  -3.869948  -1.443956  -0.218936  0.0885
H  -2.771784  -1.908886  1.096592  0.0397
C  -2.823013  -1.669295  0.025882  -0.2449
H  -2.007106  -0.654808  -2.745488  -0.0235
H  -3.569422  -0.062581  -2.097561  0.0892
H  -4.065531  0.809856  0.086569  0.0904
H  -2.815667  2.087082  0.063014  0.0774
H  -2.246975  1.101019  -2.438115  0.0665
H  -2.984738  1.006993  1.512498  0.0462
Cl  0.114195  -2.712092  -1.089420  0.2566
C  -2.396065  0.679063  5.140720  0.0354
N  -1.165387  0.410578  4.401055  -0.0266
C  -0.070972  1.181797  4.688283  0.0587
C  1.132627  0.862820  4.110767  0.0366
C  1.086038  -0.192221  3.189945  -0.3661
N  -0.033218  -0.424021  2.462675  -0.0316
C  -1.222898  -0.355589  3.230901  -0.4363
O  -2.251945  -0.963087  2.930879  0.0721
N  2.187909  -0.946231  2.921510  0.1824
H  -2.366548  0.187467  6.122146  0.1278
H  -3.267971  0.327971  4.584684  0.1083
H  -2.445000  1.761819  5.282005  0.1135
H  -0.229002  1.942643  5.457145  0.1719
H  2.096987  1.310875  4.355848  0.1492
H  2.936231  -0.888510  3.605433  0.1573
H  2.041302  -1.877426  2.528343  0.1183

Forces on the atoms, in the same order (eV/Å):
0.0 0.1 0.0
0.0 3.6 -0.3
0.0 -0.1 0.3
0.2 0.0 0.1
-0.2 0.0 0.1
0.0 -3.1 -0.5
0.0 -0.5 0.3
-0.9 -1.9 1.0
4.3 0.2 -1.3
-0.6 0.6 0.6
-0.3 -0.6 0.3
-0.2 0.1 0.2
-0.4 0.1 0.3
0.2 0.1 0.1
0.1 0.3 0.2
0.2 0.2 -0.5
0.1 0.0 -0.4
-0.7 0.1 -0.7
-0.4 -0.1 0.0
0.0 -0.3 0.0
0.1 -0.2 0.2
-4.4 0.2 -1.4
0.7 0.8 0.8
0.9 0.1 -0.7
-0.2 0.2 0.2
0.2 0.1 0.1
-0.1 -0.1 -0.4
0.4 -0.7 0.4
-0.2 0.3 0.2
0.4 0.0 0.3
0.4 -0.1 0.1
-0.1 -0.2 0.2
0.0 -0.3 0.0
-0.2 0.2 -0.4
0.0 1.2 1.1
-0.7 0.1 0.6
0.7 0.9 -1.0
-0.1 -0.8 -0.2
0.0 0.2 0.2
2.4 -0.1 0.0
-0.5 -1.2 -0.9
-2.4 -0.9 0.5
2.2 1.2 -0.1
-1.2 0.3 0.3
0.0 0.1 -0.3
0.3 0.1 0.1
-0.2 -0.2 0.0
0.3 -0.3 -0.2
-0.5 -0.1 0.3
0.1 0.0 -0.2
0.1 0.4 0.4

No. 3
Computed, not measured: C13H28FO5V as an isolated structure at a distorted geometry, with ωB97M-V/def2-TZVPD.

Values from the calculation:
Kohn-Sham gap (spin up / spin down) ... 7.8 / 8.6 eV
E_LUMO (spin up / spin down) ... 0.4 / 0.4 eV
Total charge ... 0
⟨S²⟩ ... 2.010
2S+1 ... 3

Last column: Löwdin charge in e.
Atoms and positions in Å:
V  -0.498923  0.458647  -0.961117  1.0974
C  -2.997965  2.243886  1.942921  -0.0934
C  -2.799055  2.113774  0.432539  -0.4027
O  -1.513733  1.721507  0.135348  -0.3596
H  -2.069328  2.595571  2.392513  0.0598
H  -3.301141  1.288498  2.373372  0.0589
H  -3.768937  2.991950  2.147489  0.0632
H  -3.007020  3.081135  -0.050199  0.1062
H  -3.526404  1.387056  0.026922  0.0944
C  2.637910  -1.245859  -2.661052  -0.0934
C  1.520644  -1.981013  -1.946081  -0.4263
O  0.556981  -1.123692  -1.492995  -0.3755
H  3.242808  -1.862043  -3.334977  0.0689
H  3.301962  -0.742456  -1.950452  0.0569
H  2.226627  -0.455702  -3.297289  0.0721
H  1.971693  -2.566802  -1.117543  0.0942
H  1.061946  -2.727034  -2.620559  0.1021
F  -0.867235  1.055043  -2.717119  -0.4674
C  -2.032010  -3.198832  -1.063392  0.0031
C  -2.729159  -1.956920  -0.663640  -0.4453
O  -2.182096  -0.887741  -0.724690  0.0212
C  -4.148285  -2.052008  -0.190934  0.0040
H  -2.254017  -4.014302  -0.361629  0.0912
H  -0.951446  -3.073881  -0.968871  0.0743
H  -2.288166  -3.570466  -2.053788  0.1055
H  -4.775701  -1.313221  -0.691001  0.0956
H  -4.157273  -1.725355  0.855228  0.0986
H  -4.564842  -3.048555  -0.286637  0.0793
C  1.439003  -1.725040  2.240132  0.0022
C  0.836029  -0.354844  2.113288  -0.4371
O  0.518298  0.080696  1.032232  0.0092
C  0.633993  0.437998  3.390813  0.0099
H  2.103551  -1.794644  3.102773  0.0829
H  2.004021  -1.972059  1.343019  0.0802
H  0.654133  -2.470722  2.390209  0.0995
H  0.551693  -0.305355  4.188781  0.0809
H  -0.341487  0.925249  3.358044  0.0806
H  1.419547  1.156785  3.601513  0.0886
C  2.784360  2.754503  0.498402  0.0185
C  2.249953  2.271149  -0.834813  -0.4182
O  1.121841  1.846082  -0.933464  0.0048
C  3.145282  2.317174  -2.043982  -0.0017
H  2.516637  3.796413  0.657095  0.0980
H  3.859975  2.587669  0.538321  0.0848
H  2.319237  2.132954  1.262724  0.0682
H  3.583289  3.303222  -2.203862  0.0902
H  2.557432  2.030949  -2.913910  0.0893
H  3.955378  1.590636  -1.939682  0.0861

Forces on the atoms, in the same order (eV/Å):
-0.2 0.5 -1.0
-0.2 0.2 -0.3
-0.1 -0.3 -0.3
1.4 -0.9 -0.7
0.0 -0.1 0.0
0.1 0.0 0.2
-0.1 -0.1 0.1
0.0 0.0 0.0
-0.1 0.2 0.0
0.4 0.5 -0.5
0.0 -0.1 0.0
-1.0 0.9 0.7
0.0 -0.2 0.3
0.0 -0.1 0.0
-0.2 -0.1 0.1
-0.1 0.0 0.0
0.2 0.0 -0.1
-0.1 -0.5 1.4
1.0 -1.2 0.9
-0.4 -0.6 -0.5
0.2 1.3 0.2
-0.2 0.5 0.4
-0.4 0.1 -0.1
-0.1 0.4 -0.5
-0.1 0.3 -0.1
0.1 -0.1 -0.2
0.0 -0.3 0.0
0.0 0.0 0.0
0.4 -0.2 0.1
0.2 0.2 0.0
-0.2 0.0 0.3
-0.9 -0.9 0.1
-0.1 0.1 0.0
-0.2 0.0 -0.1
-0.1 0.1 -0.1
0.4 0.3 0.2
0.2 0.3 -0.3
0.1 0.0 -0.1
-0.1 -0.9 -0.3
0.1 0.2 -0.1
0.2 -0.1 0.1
-0.2 -0.1 -0.2
0.1 0.1 0.0
0.1 0.4 0.0
-0.1 0.2 0.1
0.0 0.0 0.2
0.0 0.1 0.0
0.0 0.1 0.2

No. 4
Computed, not measured: a 3-piece molecular cluster, C13H29BFN2O4 overall at a distorted geometry, with ωB97M-V/def2-TZVPD.

Values from the calculation:
Kohn-Sham gap ... 7.0 eV
E_LUMO ... 2.3 eV
Total charge ... -1

Last column: Löwdin charge in e.
Atoms and positions in Å:
C  3.974270  3.147577  -2.428179  -0.0168
C  3.895641  2.347590  -3.798585  -0.4477
O  3.343129  2.919036  -4.766219  0.0344
O  4.455056  1.061240  -3.920880  -0.1032
C  3.399110  0.032292  -4.102149  -0.1804
C  2.484539  -0.062022  -2.788438  -0.2031
B  0.843657  0.083476  -3.096092  -0.5499
C  0.494032  1.677411  -3.261063  -0.1702
C  -1.062420  2.054838  -3.183993  -0.3246
C  -2.050171  0.877358  -2.741127  -0.0929
F  -1.268890  3.140929  -2.214455  -0.1442
H  4.086720  2.376144  -1.591492  0.0755
H  4.895034  3.812294  -2.451777  0.0799
H  3.014381  3.717677  -2.236364  0.0844
H  2.828234  0.156145  -5.075407  0.1149
H  3.986364  -0.954031  -4.191759  0.1136
H  2.816194  0.622799  -1.933594  0.0767
H  2.612876  -1.136312  -2.383323  0.0792
H  0.667477  -0.469100  -4.143270  0.0414
H  0.309137  -0.452130  -2.173493  0.0367
H  0.844100  1.978867  -4.318952  0.0899
H  1.044978  2.372416  -2.543545  0.0829
H  -1.430972  2.448886  -4.201204  0.1266
H  -2.176707  0.125122  -3.598598  0.0897
H  -1.799542  0.383867  -1.750326  0.0533
H  -3.090464  1.359979  -2.599671  0.0676
C  -2.116007  -0.144232  1.392117  -0.0078
C  -2.160182  -1.494325  0.731558  -0.5556
O  -1.292534  -1.868098  -0.043644  0.0342
N  -3.211533  -2.315242  1.019803  -0.0035
C  -4.329634  -2.060678  1.903637  -0.0870
H  -1.224367  0.390617  1.065522  0.0893
H  -2.993078  0.441035  1.107859  0.0865
H  -2.071970  -0.259576  2.478006  0.0688
H  -3.171372  -3.201938  0.538704  0.1346
H  -4.335938  -2.829009  2.679842  0.0772
H  -5.251237  -2.133931  1.321227  0.0764
H  -4.271611  -1.079109  2.367356  0.0741
C  -0.498893  -0.062653  5.979856  -0.0145
C  -1.145560  -1.320512  5.466141  -0.5621
O  -2.361737  -1.457198  5.423340  0.0127
N  -0.335276  -2.326887  5.039469  0.0044
C  1.112202  -2.359539  5.008756  -0.0766
H  -1.272050  0.643433  6.281036  0.0829
H  0.121785  -0.288104  6.849582  0.0826
H  0.102921  0.397748  5.193570  0.0873
H  -0.840943  -3.136458  4.709474  0.1404
H  1.429644  -2.518381  3.976298  0.0883
H  1.449406  -3.200018  5.619308  0.0802
H  1.552200  -1.439296  5.385138  0.0735

Forces on the atoms, in the same order (eV/Å):
0.5 -1.6 0.3
-1.5 1.5 -2.3
1.8 -2.0 2.8
-1.2 1.9 0.4
0.1 -1.3 1.0
0.2 -1.3 -0.2
1.5 0.8 0.5
-1.0 1.3 -0.9
0.1 -0.8 -0.1
-0.9 1.0 -0.2
0.1 -0.9 -1.0
0.0 1.2 -1.1
-1.2 -0.7 0.0
1.3 -0.6 -0.6
0.6 0.4 1.3
-0.7 1.6 0.0
-0.1 -0.7 -1.3
0.0 1.5 -0.5
-0.4 -0.5 -0.6
-0.5 -0.2 0.3
-0.4 -0.1 1.6
-0.7 -0.8 -0.7
0.4 -0.4 1.6
0.5 0.9 1.4
0.1 0.5 -1.5
1.4 -0.6 -0.3
0.1 0.2 0.1
0.6 -0.4 -0.6
-0.3 0.1 0.4
0.1 0.3 0.1
0.1 -0.5 -0.3
-0.1 -0.2 -0.1
0.0 0.0 0.2
-0.2 0.1 0.0
0.0 0.1 0.0
-0.2 0.2 0.2
-0.2 0.1 0.2
0.1 -0.1 -0.1
0.0 0.2 0.1
-0.5 -0.4 -0.2
0.2 0.1 0.0
-0.2 0.4 0.3
-0.2 -0.4 -0.2
0.0 -0.2 -0.1
0.1 0.1 -0.1
0.1 0.0 0.1
0.1 0.1 0.0
0.3 0.1 0.1
0.3 0.1 0.0
-0.1 -0.1 0.0